Formula: C20H34BFeN14O3P2S
Source: the OMol25 dataset
Level of theory: wB97M-V/def2-TZVPD

## Properties
- Multiplicity: 6
- Strongest force on any atom: 0.5 eV/Å
- Relative energy (zero: lowest compared OMol25 entry of this formula, charge and spin): 0.6 kcal/mol
- <S²>: 8.760
- Energy: -112779.802 eV

Each line ends with the Löwdin spin population.
Cartesian coordinates (Å):
Fe1 1.22 -0.53 1.42  4.286
C1 4.71 -0.69 3.98  0.003
C2 3.36 -0.41 3.73  0.006
N1 3.06 -0.73 2.48  0.078
N2 4.18 -1.21 1.90  0.006
C3 5.19 -1.20 2.79  0.004
B1 4.13 -1.71 0.45  0.000
N3 3.64 -0.55 -0.45  0.004
C4 4.25 0.03 -1.49  0.005
C5 3.45 1.06 -1.95  0.003
C6 2.33 1.04 -1.10  0.008
N4 2.46 0.06 -0.21  0.063
N5 3.08 -2.84 0.38  0.003
C7 3.19 -4.12 0.01  0.002
C8 1.95 -4.72 0.15  0.002
C9 1.13 -3.71 0.63  0.004
N6 1.81 -2.58 0.76  0.062
H1 5.25 -0.54 4.90  0.001
H2 2.61 0.01 4.38  0.000
H3 6.17 -1.55 2.51  0.001
H4 5.20 -2.10 0.08  0.000
H5 5.21 -0.32 -1.82  0.000
H6 3.65 1.74 -2.75  0.000
H7 1.46 1.67 -1.07  0.000
H8 4.13 -4.51 -0.33  0.000
H9 1.69 -5.75 -0.05  0.000
H10 0.08 -3.73 0.88  0.000
C10 0.73 -1.45 -2.70  0.000
N7 -0.33 -0.50 -2.37  0.001
C11 -0.69 0.42 -3.43  0.000
P1 -1.19 -0.79 -1.02  0.010
O1 -0.32 -1.00 0.18  0.065
O2 -2.22 0.42 -0.89  0.001
P2 -1.93 1.91 -0.23  0.000
O3 -0.49 2.01 0.05  0.001
N8 -2.93 1.98 1.05  0.000
C12 -2.73 1.06 2.17  0.000
C13 -4.16 2.75 1.11  0.000
N9 -2.49 2.91 -1.40  0.000
C14 -3.69 2.65 -2.18  0.000
C15 -1.95 4.26 -1.49  0.000
N10 -2.11 -2.13 -1.20  0.003
C16 -2.90 -2.29 -2.41  0.001
C17 -2.68 -2.79 -0.02  0.001
H11 1.61 -0.91 -3.03  0.000
H12 0.41 -2.14 -3.49  0.000
H13 1.00 -2.04 -1.82  0.000
H14 0.21 0.97 -3.74  0.000
H15 -1.42 1.14 -3.08  0.000
H16 -1.08 -0.11 -4.30  0.000
H17 -1.78 0.54 2.07  0.000
H18 -3.53 0.32 2.21  0.000
H19 -2.72 1.62 3.11  0.000
H20 -4.15 3.55 0.37  0.000
H21 -4.23 3.22 2.09  0.000
H22 -5.04 2.12 0.95  0.000
H23 -4.08 1.66 -1.97  0.000
H24 -3.46 2.71 -3.25  0.000
H25 -4.47 3.39 -1.96  0.000
H26 -1.10 4.37 -0.83  0.000
H27 -2.71 5.00 -1.19  0.000
H28 -1.64 4.47 -2.52  0.000
H29 -2.42 -1.79 -3.25  0.000
H30 -3.91 -1.89 -2.29  0.000
H31 -2.98 -3.36 -2.65  0.000
H32 -2.11 -2.51 0.87  0.001
H33 -2.63 -3.87 -0.15  0.000
H34 -3.72 -2.50 0.13  0.000
S1 -0.03 -1.71 3.18  0.140
C18 -0.32 -0.50 4.31  0.021
N11 -0.53 0.32 5.09  0.032
N12 -1.38 4.85 1.28  0.012
C19 -0.51 4.24 1.74  0.004
N13 0.51 3.63 2.32  0.036
C20 0.72 2.40 2.22  0.046
N14 1.02 1.26 2.17  0.084